Computed, not measured: 6 unconnected molecules or ions with the total composition C21H54N3O18P3 at a distorted geometry, with ωB97M-V/def2-TZVPD.

Summary:
- SMILES string = CCOP(=O)(OCC)OCC.CCOP(=O)(OCC)OCC.CCOP(=O)(OCC)OCC.C[N+](=O)[O-].C[N+](=O)[O-].C[N+](=O)[O-]
- DFT total energy (hartree) = -3375.2517
- 2S+1 = 1

Structure (XYZ):
```
99
C21H54N3O18P3 (ωB97M-V/def2-TZVPD)
P -30.058 -8.398 8.712
P -20.340 -13.246 10.971
P -27.185 -6.574 3.237
O -20.923 -11.925 10.298
O -25.679 -6.081 3.465
O -24.841 -6.765 7.999
O -27.331 -6.529 1.657
O -30.492 -9.900 8.330
O -28.466 -8.497 8.711
O -27.130 -8.117 3.624
O -28.196 -5.821 3.997
O -18.850 -13.427 10.393
O -21.179 -14.364 10.227
O -30.338 -7.534 7.401
O -30.691 -7.906 9.946
O -23.057 -7.999 2.518
O -20.404 -13.255 12.427
O -21.606 -5.038 7.012
O -23.223 -8.050 4.646
O -21.198 -7.135 6.988
O -24.281 -8.745 8.633
N -21.489 -6.109 7.564
N -22.812 -7.559 3.624
N -24.860 -7.969 7.886
C -26.583 -10.427 3.487
C -18.589 -13.395 8.979
C -21.664 -6.224 9.029
C -26.287 -9.061 2.912
C -21.209 -16.495 9.160
C -17.121 -13.546 8.748
C -28.474 -6.941 -0.391
C -20.395 -10.659 10.701
C -31.776 -10.454 8.559
C -25.723 -8.606 6.855
C -21.865 -6.424 3.687
C -25.051 -4.768 5.411
C -21.480 -9.628 10.504
C -20.887 -15.754 10.443
C -25.428 -4.746 3.931
C -29.584 -7.677 6.194
C -27.749 -8.856 9.924
C -28.614 -6.439 1.032
C -27.353 -10.325 9.887
C -29.737 -9.014 5.501
C -32.874 -9.833 7.700
H -19.830 -15.823 10.709
H -26.290 -4.098 3.773
H -16.989 -13.707 7.670
H -27.594 -10.766 3.272
H -26.438 -10.466 9.317
H -18.948 -12.432 8.605
H -28.071 -7.958 -0.394
H -28.994 -5.414 1.046
H -30.054 -6.978 5.492
H -25.247 -8.783 3.085
H -16.541 -12.651 8.971
H -30.748 -9.395 5.618
H -27.247 -10.621 10.932
H -20.896 -17.539 9.188
H -24.623 -4.382 3.289
H -20.729 -16.089 8.268
H -20.651 -6.378 9.395
H -21.914 -5.913 2.734
H -22.412 -10.034 10.894
H -28.400 -8.600 10.760
H -24.264 -5.490 5.616
H -22.252 -7.110 9.245
H -24.825 -3.769 5.779
H -16.663 -14.424 9.201
H -19.487 -10.467 10.115
H -19.136 -14.186 8.460
H -20.879 -6.842 3.872
H -26.095 -7.820 6.204
H -21.669 -9.398 9.452
H -32.106 -10.265 9.587
H -29.431 -6.997 -0.906
H -25.140 -9.342 6.310
H -26.495 -8.981 1.845
H -20.034 -10.656 11.735
H -31.651 -11.529 8.454
H -29.353 -6.991 1.620
H -33.868 -10.097 8.072
H -21.455 -16.146 11.285
H -28.588 -7.238 6.269
H -27.751 -6.333 -0.931
H -32.896 -8.745 7.774
H -26.537 -9.119 7.359
H -25.852 -11.139 3.101
H -22.165 -5.787 4.516
H -22.281 -16.411 8.975
H -29.067 -9.791 5.882
H -22.167 -5.355 9.437
H -29.517 -8.894 4.440
H -21.242 -8.671 10.971
H -32.813 -10.171 6.665
H -28.159 -10.911 9.449
H -26.463 -10.427 4.571
H -26.877 -8.208 10.010
H -25.956 -5.079 5.939
```

***

Computed, not measured: a molecular structure, C21H15F3N3O3STe4W, with ωB97M-V/def2-TZVPD.

Summary:
- DFT total energy (hartree) = -3036.3405
- 2S+1 = 1
- charge = -1

Structure (XYZ):
```
51
C21H15F3N3O3STe4W (ωB97M-V/def2-TZVPD)
W -0.400 -0.778 -0.459
Te -1.815 -3.272 -0.680
Te -2.837 -1.550 -4.440
Te -4.374 -2.855 -0.916
Te -0.770 -2.114 -2.943
S 1.803 -0.497 -1.738
F 4.986 -0.019 -1.187
F 4.199 1.682 -2.266
F 5.522 1.987 -0.583
O 2.820 -2.962 2.326
O -0.711 1.232 -1.328
O 0.748 -2.110 0.577
N -2.424 0.247 -0.198
N -1.488 0.322 0.869
N 1.155 0.531 0.485
C 4.501 1.227 -1.038
C 1.500 -2.234 4.141
C -2.416 2.096 -3.392
C -4.650 2.254 -4.251
C 0.349 -1.663 4.671
C -2.899 1.399 -2.291
C -1.954 0.968 -1.249
C -0.512 -1.351 2.444
C 2.277 2.044 1.907
C -5.130 1.549 -3.155
C 1.175 1.280 1.581
C 1.666 -2.374 2.772
C 3.367 2.022 1.048
C -1.525 -0.952 1.433
C 0.642 -1.952 1.907
C 3.327 1.265 -0.106
C -0.650 -1.217 3.821
C 3.586 -2.210 1.384
C 2.171 0.523 -0.400
C -3.294 2.531 -4.369
C -4.257 1.121 -2.169
H -5.335 2.581 -5.024
H 2.301 -2.580 4.782
H -2.921 3.065 -5.233
H 0.239 -1.565 5.743
H 4.563 -2.687 1.341
H -1.352 2.275 -3.474
H -4.604 0.541 -1.324
H 0.287 1.245 2.195
H 2.280 2.640 2.807
H 3.708 -1.178 1.732
H 3.124 -2.204 0.399
H -2.493 -1.444 1.429
H 4.255 2.595 1.277
H -6.184 1.316 -3.077
H -1.552 -0.767 4.220
```

***

Computed, not measured: a molecular structure, F8K5N4O16S8 at a distorted geometry, with ωB97M-V/def2-TZVPD.

Summary:
- DFT total energy (hartree) = -8406.4696
- 2S+1 = 1
- charge = +1

Structure (XYZ):
```
41
F8K5N4O16S8 (ωB97M-V/def2-TZVPD)
K 10.296 3.279 -14.209
K 2.170 4.302 -7.190
K 12.019 4.149 -5.742
K 10.034 -2.363 -8.865
K 6.178 6.728 -13.742
S 7.416 6.746 -1.414
S 11.086 -2.611 -14.120
S 6.732 2.677 -10.546
S 0.931 3.538 -12.490
S 6.252 7.350 -3.524
S 8.915 -2.399 -14.627
S 7.655 4.692 -9.541
S 0.500 1.616 -11.191
F 5.526 8.730 -3.458
F -0.113 4.805 -12.429
F 7.561 -2.098 -13.762
F 12.058 -3.402 -13.029
F 6.888 5.633 -0.283
F 8.734 5.888 -9.818
F 0.627 0.989 -9.715
F 6.194 2.482 -12.035
O 8.290 3.779 -8.653
O 11.393 -3.539 -15.239
O 8.413 -3.445 -15.528
O 8.236 7.693 -0.673
O 2.212 4.193 -12.741
O 1.628 0.973 -11.900
O 8.052 5.797 -2.292
O 9.114 -0.985 -15.085
O 0.336 2.902 -13.686
O 6.482 5.331 -8.885
O 11.692 -1.314 -13.985
O 5.363 6.547 -4.278
O -0.891 1.289 -11.584
O 7.520 7.811 -4.074
O 5.489 2.657 -9.776
O 7.482 1.442 -10.430
N 9.918 -2.828 -13.346
N 7.556 4.226 -10.969
N 6.050 7.329 -1.810
N 0.633 3.059 -10.800
```

***

Computed, not measured: CHNO3 in the gas phase at a distorted geometry, with ωB97M-V/def2-TZVPD.

Summary:
- DFT total energy (hartree) = -318.8671
- 2S+1 = 1

Structure (XYZ):
```
6
CHNO3 (ωB97M-V/def2-TZVPD)
O -0.214 3.569 -2.301
O 0.392 2.536 -1.835
O 0.165 -0.522 -0.180
N 0.197 0.236 -1.323
C 0.037 1.423 -1.540
H -0.170 -1.526 -0.342
```

***

Computed, not measured: a molecular structure, C27H29BBr2Cl2N7O2Ti at a distorted geometry, with ωB97M-V/def2-TZVPD.

Summary:
- ⟨S²⟩ = 2.034
- DFT total energy (hartree) = -8523.1282
- 2S+1 = 3
- charge = -1

Structure (XYZ):
```
71
C27H29BBr2Cl2N7O2Ti (ωB97M-V/def2-TZVPD)
Br 1.743 2.650 1.842
Br 2.313 -1.947 -4.870
Ti -0.038 0.365 -0.024
Cl -4.660 -0.907 0.207
Cl -6.236 4.234 -0.253
O -1.965 0.200 0.002
O -0.235 2.112 -0.400
N 2.072 0.033 -0.055
N 0.019 0.033 -2.105
N -0.053 -1.940 -0.017
N 2.642 -0.847 0.809
N -0.056 -0.052 2.101
N 0.836 -2.581 0.785
N 0.871 -0.901 2.620
C -0.148 0.035 4.326
C 0.832 -0.865 3.962
C -5.281 1.705 -0.062
C 0.991 -0.830 -4.096
C 2.839 1.812 -1.616
C -2.893 1.113 -0.081
C -3.641 3.458 -0.278
C 1.730 -1.682 4.833
C -0.317 -4.146 -0.239
C -2.589 2.517 -0.257
C -4.247 0.776 0.000
C 4.896 -1.573 1.595
C 4.289 0.222 -0.178
C -0.821 0.645 -4.264
C 0.903 -0.754 -2.719
C -0.846 0.691 -2.880
C -1.694 1.597 2.964
C 3.979 -0.749 0.752
C -1.835 -2.567 -1.634
C -1.254 2.937 -0.433
C 0.694 -3.911 0.674
C -0.672 0.525 3.124
C -4.949 3.044 -0.192
C 0.135 -0.117 -4.907
C 1.525 -4.879 1.450
C 3.061 0.696 -0.650
C -0.756 -2.878 -0.645
B 1.773 -1.755 1.710
H -1.549 1.211 -4.827
H -1.949 1.999 3.943
H 5.929 -1.339 1.343
H 1.569 -1.321 -2.085
H 2.588 -4.723 1.259
H 1.595 -2.750 4.654
H -1.031 3.988 -0.591
H -6.310 1.384 0.005
H 5.269 0.569 -0.465
H 0.205 -0.166 -5.985
H -3.399 4.510 -0.361
H -1.472 -2.703 -2.657
H -1.608 1.263 -2.370
H 2.778 -1.443 4.643
H -0.446 0.320 5.321
H 1.782 2.036 -1.719
H -2.603 1.220 2.494
H 3.258 1.564 -2.596
H -2.682 -3.235 -1.485
H 2.470 -2.477 2.361
H -0.692 -5.101 -0.571
H 1.364 -4.758 2.522
H 1.513 -1.468 5.878
H -1.284 2.401 2.349
H -2.173 -1.541 -1.508
H 3.335 2.704 -1.235
H 4.727 -2.640 1.442
H 4.742 -1.360 2.654
H 1.267 -5.899 1.172
```

***

Computed, not measured: 3 unconnected molecules or ions with the total composition C21H37F11IO5PSSi, with ωB97M-V/def2-TZVPD.

Summary:
- SMILES string = CCSC[PH](CCCI)(CCO[Si](C)(C)C)C(F)(F)C(F)(F)F.CCOC(=O)C(F)(F)F.CCOC(=O)C(F)(F)F
- DFT total energy (hartree) = -3623.8795
- 2S+1 = 1

Structure (XYZ):
```
78
C21H37F11IO5PSSi (ωB97M-V/def2-TZVPD)
I 1.230 -6.634 1.199
S -1.272 -1.292 1.130
P 0.990 -1.407 -1.259
Si 2.170 3.607 -2.789
F 1.962 4.857 1.649
F 2.657 -2.902 -2.793
F -6.098 -5.802 3.529
F -0.395 -1.964 -3.877
F 1.155 -1.402 -5.267
F 1.011 -3.439 -4.575
F 3.595 6.265 1.469
F -4.375 -5.103 2.428
F -4.908 -4.173 4.310
F 2.646 -0.785 -3.372
F 2.123 6.114 -0.106
O 1.698 2.007 -2.852
O -4.432 -7.242 5.064
O 1.872 7.835 2.807
O 0.221 7.116 1.442
O -2.710 -6.005 4.285
C -3.980 -6.340 4.426
C 0.412 -0.943 0.534
C 0.412 -5.385 -0.322
C -4.862 -5.336 3.650
C 1.398 1.351 -1.631
C -0.715 8.044 2.032
C -1.460 -8.098 4.185
C 0.381 0.206 -1.903
C 0.633 -3.904 -0.013
C 3.573 3.790 -1.565
C 0.188 -3.059 -1.229
C -2.424 -1.023 -0.245
C 2.854 4.016 -4.478
C 0.902 -2.160 -4.206
C -3.518 -2.117 -0.267
C 1.450 7.142 1.931
C 1.829 -1.816 -2.995
C -1.747 -6.838 4.969
C -0.554 9.431 1.451
C 2.309 6.077 1.216
C 0.706 4.723 -2.485
H 4.402 3.169 -1.925
H -1.910 -1.013 -1.207
H -0.659 -5.606 -0.343
H -0.902 -2.970 -1.262
H 1.028 5.769 -2.521
H 0.422 9.848 1.695
H 3.908 4.834 -1.572
H 0.196 0.221 -2.978
H -1.144 -7.841 3.175
H 1.690 -3.739 0.213
H 0.969 2.048 -0.898
H -2.895 -0.042 -0.144
H 0.000 4.575 -3.313
H 1.042 -1.496 1.241
H 3.428 3.181 -4.890
H -0.667 -8.668 4.668
H 0.023 -3.658 0.857
H 0.465 -3.627 -2.122
H -2.344 -8.731 4.114
H -4.509 -1.688 -0.103
H -0.587 8.042 3.114
H 3.503 4.894 -4.400
H -3.527 -2.647 -1.225
H 2.331 0.962 -1.201
H -0.858 -6.216 5.048
H -0.557 0.473 -1.414
H -0.653 9.402 0.365
H 3.328 3.496 -0.540
H 2.316 -1.404 -0.775
H 2.042 4.265 -5.170
H 0.633 0.118 0.710
H -3.346 -2.859 0.518
H -1.694 7.631 1.799
H -1.321 10.091 1.853
H 0.860 -5.698 -1.265
H 0.167 4.531 -1.553
H -2.106 -7.055 5.974
```

***

Computed, not measured: C4H5ClN2O in the gas phase at a distorted geometry, with ωB97M-V/def2-TZVPD.

Summary:
- SMILES string = [H]/N=C(/C=O)[C@H](Cl)/C=N/[H]
- DFT total energy (hartree) = -800.2937
- 2S+1 = 1

Structure (XYZ):
```
13
C4H5ClN2O (ωB97M-V/def2-TZVPD)
Cl 2.546 -0.065 0.041
O -2.107 -0.012 -0.031
N 0.513 -2.377 0.071
N -0.259 2.214 -0.233
C -1.465 -1.006 -0.005
C 0.058 -1.185 -0.139
C 0.333 1.294 0.401
C 0.885 0.088 -0.469
H 0.866 0.536 -1.401
H -0.851 2.756 0.336
H 1.540 -2.380 -0.033
H 0.186 1.113 1.456
H -2.018 -2.018 0.144
```

***

Computed, not measured: 2 unconnected molecules or ions with the total composition C8H17N3 at a distorted geometry, with ωB97M-V/def2-TZVPD.

Summary:
- DFT total energy (hartree) = -479.1057
- 2S+1 = 1

Structure (XYZ):
```
28
C8H17N3 (ωB97M-V/def2-TZVPD)
N -2.363 0.564 -0.108
N -1.207 0.354 -0.656
N -0.306 -3.125 -0.111
C -3.395 -0.371 -0.199
C 0.569 -0.880 0.748
C 1.645 1.352 0.095
C 0.127 -2.133 0.312
C 1.978 -0.655 -1.310
C 2.921 -0.781 0.938
C -2.571 1.859 0.511
C 1.699 -0.238 0.100
H -3.443 -0.792 -1.218
H 1.578 1.899 1.019
H -4.493 0.057 -0.011
H -3.228 -1.273 0.445
H 3.902 -0.241 0.556
H -1.734 2.542 0.276
H 3.041 -0.669 -1.664
H 0.345 -0.556 1.797
H 2.602 1.700 -0.385
H 3.044 -1.802 0.909
H -1.184 -0.340 -1.385
H -3.511 2.245 -0.088
H -2.672 1.736 1.593
H 1.631 -1.672 -1.534
H 1.580 0.020 -2.062
H 2.724 -0.454 1.919
H 0.721 1.654 -0.490
```

***

Computed, not measured: a gas-phase ion, C19H26ClN2O3 (charge +1) at a distorted geometry, with ωB97M-V/def2-TZVPD.

Summary:
- SMILES string = COc1ccc(-c2ccc(CNCCC[NH+]3CCOCC3)o2)cc1Cl
- DFT total energy (hartree) = -1534.7698
- 2S+1 = 1
- charge = +1

Structure (XYZ):
```
51
C19H26ClN2O3 (ωB97M-V/def2-TZVPD)
Cl 2.976 0.616 -2.662
O -1.675 2.258 0.956
O -0.238 -1.543 0.739
O 5.138 1.713 -0.462
N -3.464 0.502 -0.390
N -2.657 -1.941 -0.415
C -3.872 -2.314 -1.147
C 0.371 -1.372 2.876
C 1.853 -0.368 1.025
C -2.538 1.385 -1.126
C -4.301 -1.143 -2.037
C 3.028 0.484 -0.922
C 0.723 -1.077 1.584
C -1.198 -2.132 1.498
C -3.821 1.137 0.892
C 2.848 0.182 1.837
C -1.305 1.661 -0.260
C 4.036 1.027 -0.118
C -0.869 -2.050 2.817
C 5.535 1.927 -1.801
C 3.902 0.852 1.271
C -2.368 -2.732 0.785
C 1.970 -0.205 -0.352
C -4.636 0.091 -1.199
C -2.542 1.430 1.685
H -4.960 0.919 -1.834
H -2.162 -3.782 0.528
H -0.641 2.366 -0.761
H 1.226 -0.629 -1.009
H -3.046 2.328 -1.347
H -3.239 -2.716 1.446
H -5.452 -0.152 -0.516
H 4.681 1.275 1.884
H -0.758 0.726 -0.077
H -1.434 -2.428 3.643
H -5.185 -1.430 -2.605
H -2.044 0.484 1.948
H -2.948 -0.508 -0.214
H -4.353 2.073 0.695
H -4.466 0.469 1.463
H -2.785 1.969 2.602
H 4.829 2.565 -2.337
H -3.731 -3.217 -1.750
H -2.242 0.910 -2.060
H 0.920 -1.141 3.763
H 2.793 0.078 2.908
H -4.656 -2.522 -0.414
H -3.510 -0.916 -2.754
H -1.845 -1.995 -1.029
H 5.673 0.986 -2.338
H 6.494 2.440 -1.728
```